{
  "formula": "C8H30N12O7",
  "method": "ωB97M-V/def2-TZVPD",
  "species": ["C", "C", "O", "H", "H", "H", "H", "H", "H", "C", "O", "N", "N", "H", "H", "H", "H", "C", "O", "N", "N", "H", "H", "H", "H", "C", "O", "N", "N", "H", "H", "H", "H", "C", "O", "N", "N", "H", "H", "H", "H", "C", "O", "N", "N", "H", "H", "H", "H", "C", "O", "N", "N", "H", "H", "H", "H"],
  "xyz": [[-7.17, -19.84, 28.19], [-8.61, -19.72, 27.79], [-9.39, -20.53, 28.72], [-7.00, -19.47, 29.20], [-6.56, -19.21, 27.53], [-6.78, -20.85, 28.20], [-8.92, -20.00, 26.78], [-8.94, -18.68, 27.92], [-10.31, -20.36, 28.50], [-4.45, -20.75, 35.90], [-4.17, -21.46, 34.96], [-3.87, -20.92, 37.14], [-5.31, -19.70, 35.84], [-4.18, -20.39, 37.93], [-3.43, -21.82, 37.24], [-5.70, -19.18, 36.59], [-5.69, -19.54, 34.91], [-10.57, -15.54, 31.83], [-10.82, -16.72, 31.69], [-11.18, -14.67, 32.70], [-9.69, -14.87, 31.01], [-10.78, -13.75, 32.73], [-11.87, -14.93, 33.38], [-9.18, -15.40, 30.34], [-9.54, -13.88, 31.05], [-7.57, -18.25, 32.97], [-7.28, -19.33, 33.46], [-7.80, -17.09, 33.65], [-7.84, -18.11, 31.64], [-7.67, -17.08, 34.65], [-8.13, -16.30, 33.13], [-8.11, -18.95, 31.16], [-8.26, -17.22, 31.46], [-9.81, -22.04, 32.19], [-9.79, -22.24, 33.38], [-9.00, -21.18, 31.51], [-10.78, -22.61, 31.37], [-9.10, -21.02, 30.51], [-8.16, -20.92, 32.01], [-10.77, -22.56, 30.37], [-11.39, -23.18, 31.93], [-7.42, -17.04, 37.77], [-8.24, -16.53, 37.04], [-6.26, -16.46, 38.21], [-7.54, -18.36, 38.20], [-6.10, -15.51, 37.93], [-5.55, -17.04, 38.63], [-7.11, -18.60, 39.07], [-8.47, -18.63, 37.91], [-5.66, -13.84, 33.50], [-6.53, -13.36, 34.20], [-5.89, -14.16, 32.18], [-4.36, -14.05, 33.90], [-5.12, -14.34, 31.57], [-6.83, -14.02, 31.88], [-4.23, -13.88, 34.88], [-3.69, -14.44, 33.27]],
  "nbo_charge": [-0.638, -0.060, -0.754, 0.219, 0.217, 0.224, 0.173, 0.159, 0.477, 0.774, -0.654, -0.863, -0.866, 0.373, 0.400, 0.388, 0.434, 0.768, -0.632, -0.841, -0.876, 0.381, 0.417, 0.399, 0.390, 0.784, -0.684, -0.839, -0.844, 0.425, 0.382, 0.409, 0.370, 0.782, -0.652, -0.893, -0.879, 0.412, 0.419, 0.389, 0.402, 0.777, -0.648, -0.858, -0.876, 0.412, 0.390, 0.389, 0.419, 0.776, -0.661, -0.858, -0.853, 0.390, 0.401, 0.411, 0.394],
  "e_above_lowest_kj_mol": 0.00,
  "charge": 0,
  "orbital_gap_ev": 9.20,
  "smiles": "NC(N)=O.NC(N)=O.NC(N)=O.NC(N)=O.NC(N)=O.NC(N)=O.CCO",
  "e_lumo_ev": 0.186
}